--- 1 ---
ORCA calculation (ωB97M-V/def2-TZVPD) on 2 unconnected molecules or ions with the total composition C3H11NO2.

The LUMO energy is 0.736 eV. The spin multiplicity is 1. As for the SMILES: C[C@H](N)CO.O. The value obtained for the orbital gap is 9.96 eV.

```
17
Properties=species:S:1:pos:R:3:lowdin_charge:R:1
C -0.478 0.067 2.389 -0.15
C 0.089 -0.293 1.108 -0.40
N 0.454 1.046 0.485 0.02
C -1.131 -0.732 0.266 -0.30
O -0.595 -1.226 -0.862 -0.04
H 0.291 0.608 2.984 0.09
H -1.343 0.794 2.474 0.11
H -0.849 -0.698 3.017 0.06
H 0.978 -0.979 1.197 0.17
H 1.372 1.287 0.195 0.05
H 0.086 1.839 1.000 0.07
H -1.917 -1.323 0.752 0.12
H -1.663 0.335 0.157 0.15
H -0.036 -0.596 -1.312 0.06
O 1.300 0.632 -2.999 -0.04
H 2.147 0.769 -3.384 0.02
H 1.239 1.137 -2.168 0.02
```


--- 2 ---
ORCA calculation (ωB97M-V/def2-TZVPD) on 3 unconnected molecules or ions with the total composition C3H11NO2.

The LUMO energy is 0.740 eV. The spin multiplicity is 1. As for the SMILES: C=C(C)N.O.O. The value obtained for the orbital gap is 9.27 eV.

```
17
Properties=species:S:1:pos:R:3:lowdin_charge:R:1
C -0.295 -0.033 1.850 0.02
C -0.696 0.612 0.749 -0.47
C -0.391 2.099 0.632 -0.06
N -1.703 0.138 -0.105 0.06
H -0.517 -1.074 1.990 0.05
H 0.476 0.401 2.454 0.05
H -1.111 2.716 1.134 0.07
H -0.307 2.374 -0.415 0.07
H 0.610 2.294 0.991 0.07
H -1.733 -0.383 -0.962 0.07
H -2.398 0.866 -0.174 0.08
O 0.326 -0.406 -2.309 -0.06
H 0.889 -0.093 -1.594 0.01
H 0.934 -0.765 -2.962 0.04
O 2.029 -1.979 -0.103 -0.06
H 2.865 -1.643 0.226 0.04
H 1.417 -1.931 0.643 0.02
```


--- 3 ---
ORCA calculation (ωB97M-V/def2-TZVPD) on 2 unconnected molecules or ions with the total composition C3H11NO2.

The LUMO energy is 0.868 eV. The spin multiplicity is 1. As for the SMILES: CCNCO.O. The value obtained for the orbital gap is 9.88 eV.

```
17
Properties=species:S:1:pos:R:3:lowdin_charge:R:1
C -0.099 0.844 -0.828 -0.11
C -0.599 0.798 0.634 -0.28
N -1.209 -0.423 1.079 -0.07
C -0.422 -1.525 1.377 -0.28
O -0.019 -2.267 0.180 -0.09
H 0.241 1.850 -1.087 0.07
H -1.012 0.730 -1.426 0.08
H 0.587 0.077 -1.122 0.04
H 0.237 1.195 1.305 0.13
H -1.321 1.638 0.733 0.11
H -2.151 -0.453 0.723 0.12
H -0.825 -2.199 2.156 0.12
H 0.606 -1.212 1.626 0.13
H -0.778 -2.655 -0.266 0.07
O 2.304 1.481 -1.956 -0.07
H 2.624 1.461 -1.048 0.05
H 1.834 0.661 -2.080 0.00
```


Result of the stability comparison: 1 is the least stable of them.


--- 1 ---
ORCA calculation (ωB97M-V/def2-TZVPD) on 2 unconnected molecules or ions with the total composition C3H11NO2.

The LUMO energy is 0.879 eV. The spin multiplicity is 1. As for the SMILES: CNCCO.O. The value obtained for the orbital gap is 10.39 eV.

```
17
Properties=species:S:1:pos:R:3:lowdin_charge:R:1
C -1.379 1.611 0.570 -0.15
N -0.774 0.720 -0.432 -0.11
C 0.576 0.268 0.016 -0.23
C 0.861 -0.506 1.311 -0.23
O 2.078 -1.274 1.050 -0.09
H -0.931 2.610 0.503 0.08
H -2.429 1.737 0.300 0.08
H -1.319 1.359 1.639 0.08
H -1.380 -0.095 -0.419 0.09
H 1.178 1.178 0.018 0.12
H 0.917 -0.438 -0.731 0.09
H 0.158 -1.262 1.628 0.12
H 1.049 0.245 2.099 0.11
H 2.637 -0.614 0.616 0.07
O -0.539 -2.165 -2.640 -0.05
H -0.345 -1.492 -1.992 -0.01
H -0.359 -1.880 -3.536 0.04
```


--- 2 ---
ORCA calculation (ωB97M-V/def2-TZVPD) on 3 unconnected molecules or ions with the total composition C3H11NO2.

The LUMO energy is 0.698 eV. The spin multiplicity is 1. As for the SMILES: C=C(C)N.O.O. The value obtained for the orbital gap is 9.26 eV.

```
17
Properties=species:S:1:pos:R:3:lowdin_charge:R:1
C -2.239 0.103 -0.739 0.00
C -1.278 0.988 -0.435 -0.47
C -1.009 1.319 1.045 -0.05
N -0.192 1.401 -1.204 0.07
H -2.605 0.059 -1.758 0.05
H -2.741 -0.352 0.097 0.05
H -1.609 2.173 1.341 0.08
H 0.038 1.568 1.194 0.07
H -1.362 0.479 1.608 0.06
H 0.450 2.064 -0.797 0.08
H -0.284 1.750 -2.154 0.09
O 3.365 -1.671 1.495 -0.08
H 3.758 -2.541 1.383 0.03
H 2.502 -1.736 1.058 -0.01
O 1.442 -1.913 -0.617 -0.05
H 0.987 -1.084 -0.825 0.03
H 0.776 -2.607 -0.691 0.05
```


Result of the stability comparison: 1 is the least stable of them.


--- 1 ---
ORCA calculation (ωB97M-V/def2-TZVPD) on 3 unconnected molecules or ions with the total composition C3H11NO2.

The LUMO energy is 0.459 eV. The spin multiplicity is 1. As for the SMILES: C=CNC.O.O. The value obtained for the orbital gap is 8.50 eV.

```
17
Properties=species:S:1:pos:R:3:lowdin_charge:R:1
C -1.445 1.107 1.884 -0.01
C -1.226 -0.203 1.904 -0.28
N -0.594 -0.942 0.901 -0.10
C 0.595 -1.710 1.346 -0.10
H -2.182 1.533 2.569 0.04
H -0.993 1.864 1.264 0.04
H -1.717 -0.794 2.662 0.10
H -0.322 -0.345 0.134 0.09
H 0.595 -1.788 2.422 0.07
H 1.489 -1.285 0.890 0.08
H 0.495 -2.724 0.948 0.07
O 1.129 1.927 -1.351 -0.07
H 1.069 1.451 -2.193 0.00
H 1.024 2.858 -1.570 0.03
O 0.816 -0.372 -3.553 -0.06
H 1.351 -0.223 -4.351 0.05
H -0.085 -0.353 -3.906 0.05
```


--- 2 ---
ORCA calculation (ωB97M-V/def2-TZVPD) on 3 unconnected molecules or ions with the total composition C3H11NO2.

The LUMO energy is 0.816 eV. The spin multiplicity is 1. As for the SMILES: C=CCN.O.O. The value obtained for the orbital gap is 10.06 eV.

```
17
Properties=species:S:1:pos:R:3:lowdin_charge:R:1
C -0.308 0.030 3.166 -0.04
C 0.776 -0.617 2.560 -0.18
C 1.755 -1.410 3.477 -0.27
N 2.893 -0.470 3.885 -0.02
H -0.621 0.887 2.594 0.02
H -0.954 -0.462 4.063 0.11
H 0.873 -0.235 1.548 0.08
H 1.182 -1.898 4.272 0.09
H 2.058 -2.340 2.918 0.10
H 2.462 0.263 4.485 0.07
H 3.036 0.165 3.105 0.04
O -3.116 3.435 -5.330 0.01
H -2.348 2.914 -5.382 0.01
H -3.569 3.231 -4.581 -0.02
O -1.158 -1.387 -5.245 -0.04
H -0.398 -1.772 -4.786 0.04
H -1.110 -1.858 -6.043 0.00
```


Result of the stability comparison: 2 is the least stable of them.


--- 1 ---
ORCA calculation (ωB97M-V/def2-TZVPD) on 2 unconnected molecules or ions with the total composition C4H6O.

The LUMO energy is 1.041 eV. The spin multiplicity is 1. As for the SMILES: CC=O.C#C. The value obtained for the orbital gap is 10.86 eV.

```
11
Properties=species:S:1:pos:R:3:lowdin_charge:R:1
C 1.507 0.808 0.137 -0.05
C 1.240 -0.537 -0.380 -0.36
O 1.016 -1.484 0.343 0.01
H 0.522 1.149 -0.040 0.05
H 1.642 0.753 1.192 0.08
H 2.093 1.413 -0.585 0.10
H 0.935 -0.548 -1.480 0.13
C -2.043 -0.937 0.088 0.01
C -2.407 0.197 0.264 0.03
H -2.054 -1.994 0.185 0.03
H -2.451 1.179 0.275 -0.03
```


--- 2 ---
ORCA calculation (ωB97M-V/def2-TZVPD) on a molecular structure, C4H6O.

The LUMO energy is 0.827 eV. The spin multiplicity is 1. The value obtained for the orbital gap is 9.80 eV.

```
11
Properties=species:S:1:pos:R:3:lowdin_charge:R:1
C 0.351 0.992 -0.521 -0.04
C -0.155 0.294 0.822 -0.36
O -1.516 0.411 1.168 -0.02
C 0.283 -0.886 0.130 -0.16
C 0.648 -1.693 -0.736 0.07
H 1.220 1.614 -0.323 0.09
H -0.501 1.468 -0.992 0.09
H 0.652 0.133 -1.210 0.06
H 0.400 0.582 1.727 0.15
H -2.033 -0.170 0.595 0.10
H 0.651 -2.747 -0.658 0.02
```


Result of the stability comparison: 2 is the least stable of them.